Entry 1:
Molecular formula: C27H27ClN2OS2
Method: DFT, ωB97M-V/def2-TZVPD

Each line ends with the natural charge from an NBO analysis.
Geometry (Å):
C (4.18131, 1.99710, -0.96511)  -0.431
C (3.11210, 1.33123, -0.55448)  -0.125
S (1.57436, 2.14528, -0.29095)  0.300
C (0.71668, 0.59366, -0.07385)  0.358
N (-0.49305, 0.44545, 0.20929)  -0.518
C (-1.47537, 1.41774, 0.28214)  0.162
C (-1.85236, 2.19291, -0.81885)  -0.053
C (-1.17463, 2.07703, -2.15212)  -0.643
C (-2.90654, 3.08418, -0.66874)  -0.169
C (-3.58795, 3.22405, 0.52789)  -0.030
C (-4.71425, 4.20213, 0.67583)  -0.624
C (-3.20789, 2.42739, 1.60208)  -0.213
C (-2.17246, 1.52011, 1.49511)  -0.012
C (-1.75319, 0.67376, 2.65753)  -0.631
N (1.59220, -0.46511, -0.19013)  -0.487
C (1.16745, -1.77077, -0.04684)  0.683
O (1.92157, -2.67770, 0.22469)  -0.555
C (-0.27177, -2.01353, -0.28706)  -0.250
S (-0.98764, -1.69285, -1.84478)  0.427
C (-2.51394, -2.34260, -1.31817)  -0.183
C (-3.68513, -2.42187, -2.05505)  -0.217
C (-4.79924, -2.97056, -1.45287)  -0.201
C (-4.74965, -3.43610, -0.13895)  -0.218
C (-3.58667, -3.36196, 0.59431)  -0.193
C (-2.44870, -2.81144, 0.00546)  -0.043
C (-1.14142, -2.63384, 0.55346)  -0.062
Cl (-0.73267, -3.08755, 2.15374)  0.037
C (3.02694, -0.13555, -0.20645)  0.097
C (3.58398, -0.34397, 1.21802)  -0.405
C (5.10166, -0.21168, 1.27957)  -0.413
C (5.80711, -1.09943, 0.23831)  -0.404
C (4.81500, -1.91256, -0.58849)  -0.404
C (3.77526, -1.00543, -1.23869)  -0.407
H (5.12828, 1.51777, -1.13235)  0.211
H (4.13479, 3.05589, -1.14696)  0.214
H (-1.89146, 2.25022, -2.95191)  0.217
H (-0.73344, 1.09224, -2.28989)  0.220
H (-0.38308, 2.82240, -2.24156)  0.222
H (-3.19755, 3.68494, -1.51934)  0.194
H (-4.46406, 4.95623, 1.42160)  0.217
H (-4.92144, 4.70317, -0.26627)  0.212
H (-5.61893, 3.69429, 1.00771)  0.217
H (-3.73604, 2.51659, 2.54112)  0.203
H (-1.65861, -0.36584, 2.35075)  0.228
H (-2.47429, 0.74448, 3.46758)  0.212
H (-0.78016, 0.99667, 3.02958)  0.217
H (-3.71685, -2.05825, -3.06986)  0.222
H (-5.72320, -3.03878, -2.00667)  0.216
H (-5.63728, -3.85953, 0.30603)  0.216
H (-3.53741, -3.71883, 1.61134)  0.225
H (3.28953, -1.33894, 1.55015)  0.236
H (3.12196, 0.38609, 1.88871)  0.217
H (5.37439, 0.83415, 1.12972)  0.207
H (5.42022, -0.48451, 2.28652)  0.217
H (6.39879, -0.47700, -0.43675)  0.192
H (6.49909, -1.78173, 0.73321)  0.213
H (4.31263, -2.65010, 0.03551)  0.225
H (5.35012, -2.45163, -1.37231)  0.213
H (3.05562, -1.61326, -1.78860)  0.229
H (4.26727, -0.35429, -1.96293)  0.214

## Properties
E_HOMO   -0.2855 Ha
Energy   -2486.41820 Ha
SMILES   C=C1S/C(=N\c2c(C)cc(C)cc2C)N(C(=O)c2sc3ccccc3c2Cl)C12CCCCC2
Spin multiplicity   1

Entry 2:
Molecular formula: C27H27InN3O4P
Method: DFT, ωB97M-V/def2-TZVPD

Each line ends with the natural charge from an NBO analysis.
Geometry (Å):
In (0.08406, 0.68904, 0.20334)  1.602
N (-3.05594, 1.16407, -1.67491)  -0.639
C (-3.25712, 0.92085, -0.41055)  0.351
C (-4.57881, 1.07664, 0.15290)  -0.283
C (-5.16474, 0.18525, 0.97419)  -0.076
C (-4.67593, -1.11405, 1.40182)  -0.184
C (-3.41277, -1.55434, 1.44734)  -0.216
C (-2.21875, -0.72223, 1.27712)  -0.002
P (-0.50887, -1.42562, 1.45714)  0.980
C (-0.19852, -1.98222, 3.11565)  -0.474
C (-0.30975, -3.33321, 3.45100)  -0.109
C (-0.13140, -3.71848, 4.76877)  -0.212
C (0.15404, -2.76669, 5.73960)  -0.133
C (0.26386, -1.42167, 5.40472)  -0.192
C (0.09174, -1.02420, 4.09172)  -0.155
C (-0.34801, -2.75446, 0.26233)  -0.352
C (0.82693, -3.51462, 0.29656)  -0.205
C (1.03770, -4.49363, -0.65727)  -0.186
C (0.08885, -4.71412, -1.65018)  -0.154
C (-1.07021, -3.95442, -1.69315)  -0.179
C (-1.29332, -2.96993, -0.74087)  -0.229
H (-2.13640, 1.10983, -2.13679)  0.456
H (-3.84268, 1.38730, -2.27127)  0.432
H (-5.16335, 1.91131, -0.21764)  0.262
H (-6.19536, 0.39176, 1.23856)  0.252
H (-5.45243, -1.81514, 1.68358)  0.254
H (-3.23472, -2.59145, 1.70905)  0.246
H (-0.53123, -4.07522, 2.69443)  0.221
H (-0.21257, -4.76242, 5.03848)  0.244
H (0.29737, -3.07533, 6.76644)  0.245
H (0.49085, -0.68853, 6.16617)  0.245
H (0.18520, 0.02296, 3.82777)  0.221
H (1.56717, -3.35078, 1.07142)  0.233
H (1.94078, -5.08773, -0.62663)  0.245
H (0.25556, -5.48422, -2.39114)  0.245
H (-1.80722, -4.13116, -2.46456)  0.240
H (-2.20724, -2.39119, -0.78631)  0.216
O (-2.27849, 0.57969, 1.82299)  -0.469
C (-2.10801, 0.53319, 0.40466)  -0.242
C (1.24771, 5.08702, -1.40127)  -0.623
C (2.63370, 4.46895, -1.27856)  -0.363
C (2.71704, 3.02258, -1.81752)  -0.262
C (4.15474, 2.46582, -1.65133)  -0.370
C (4.32107, 1.02721, -2.11999)  -0.621
C (2.37090, 3.04331, -3.30979)  0.712
O (3.02782, 3.65003, -4.10174)  -0.502
N (1.20575, 2.37338, -3.72723)  -0.647
C (0.39323, 1.62234, -2.93849)  0.821
O (-0.67650, 1.15972, -3.29321)  -0.635
N (0.84668, 1.40694, -1.64636)  -0.798
C (1.78224, 2.14723, -1.05797)  0.758
O (1.80127, 2.03412, 0.20823)  -0.692
H (1.24673, 6.09834, -0.99903)  0.251
H (0.49638, 4.52104, -0.84070)  0.184
H (0.92441, 5.15470, -2.44195)  0.215
H (2.96286, 4.45245, -0.23927)  0.230
H (3.36153, 5.04880, -1.84612)  0.249
H (4.42736, 2.57007, -0.60061)  0.229
H (4.79748, 3.13159, -2.22719)  0.252
H (3.71298, 0.32978, -1.53656)  0.188
H (5.35806, 0.71528, -2.01024)  0.250
H (4.06018, 0.91162, -3.17413)  0.217
H (0.93612, 2.50285, -4.69543)  0.453

## Properties
E_HOMO   -0.5470 Ha
Energy   -2041.25485 Ha
Relative energy (zero: lowest compared OMol25 entry of this formula, charge and spin)   279.2 kJ/mol
Charge   +2
Spin multiplicity   1

Entry 3:
Molecular formula: C27H27MgN6O2PS2Se
Method: DFT, ωB97M-V/def2-TZVPD

Each line ends with the natural charge from an NBO analysis.
Geometry (Å):
Mg (-0.55696, -1.02377, -0.40630)  1.694
C (-2.37250, 4.43850, -0.46320)  -0.267
C (-2.34526, 3.70254, 0.71692)  -0.204
C (-2.36324, 2.31039, 0.68543)  -0.261
C (-2.39552, 1.61772, -0.53006)  0.170
C (-2.43924, 2.37522, -1.71180)  -0.213
C (-2.42647, 3.76300, -1.67912)  -0.229
N (-2.31027, 0.21641, -0.55757)  -0.829
C (-3.40308, -0.48508, -1.02084)  0.177
C (-4.67843, 0.05685, -1.29619)  -0.315
C (-5.72670, -0.74466, -1.73636)  -0.208
C (-5.56215, -2.12100, -1.91029)  -0.292
C (-4.32717, -2.69212, -1.64386)  -0.235
C (-3.25153, -1.90295, -1.21964)  0.128
N (-1.97438, -2.35718, -0.98696)  -0.487
N (-1.70938, -3.65553, -1.15269)  -0.361
C (-0.38449, -3.88841, -1.05061)  0.330
C (0.07804, -5.22919, -1.16782)  -0.256
C (1.41419, -5.49390, -1.12070)  -0.177
C (2.33632, -4.43597, -0.96507)  -0.350
C (1.83790, -3.16397, -0.85475)  0.065
N (0.51703, -2.85670, -0.87802)  -0.693
H (-2.35191, 5.52266, -0.43632)  0.200
H (-2.31369, 4.21562, 1.67192)  0.200
H (-2.32442, 1.73006, 1.60142)  0.225
H (-2.46267, 1.84371, -2.65719)  0.208
H (-2.44942, 4.32364, -2.60837)  0.201
H (-4.83738, 1.11767, -1.14286)  0.208
H (-6.69288, -0.29222, -1.94233)  0.192
H (-6.39302, -2.73165, -2.24825)  0.194
H (-4.15659, -3.75501, -1.76246)  0.220
H (-0.66340, -6.00621, -1.30257)  0.218
H (1.76703, -6.51597, -1.21010)  0.201
H (3.40394, -4.61061, -0.93188)  0.209
H (2.51229, -2.32415, -0.74453)  0.207
C (4.51016, -1.85286, 3.92606)  -0.632
C (3.87224, -2.21722, 2.59842)  -0.064
O (2.48821, -1.83703, 2.55931)  -0.833
P (1.97786, -0.38085, 2.11846)  1.665
S (-0.00874, -0.60472, 1.96847)  -0.768
S (3.10289, 0.40149, 0.71394)  -0.717
O (2.23325, 0.44535, 3.49698)  -0.847
C (2.08747, 1.87841, 3.54092)  -0.062
C (0.73884, 2.28268, 4.10774)  -0.637
H (5.50963, -2.29452, 3.99071)  0.199
H (3.90194, -2.22469, 4.75277)  0.211
H (4.59461, -0.76891, 4.02433)  0.220
H (3.87574, -3.29392, 2.44228)  0.181
H (4.39981, -1.74410, 1.77269)  0.200
H (2.23786, 2.29633, 2.54628)  0.196
H (2.89370, 2.24138, 4.17653)  0.174
H (-0.06752, 1.84738, 3.51748)  0.235
H (0.64536, 3.37378, 4.08801)  0.200
H (0.63390, 1.94016, 5.13900)  0.204
Se (0.95738, -0.68023, -3.40008)  1.015
N (0.46208, 0.04858, -1.86525)  -0.792
C (0.96077, 1.27295, -1.83297)  0.228
C (0.85247, 2.18614, -0.73091)  -0.197
C (1.38402, 3.41668, -0.86409)  -0.197
C (2.08642, 3.81892, -2.05884)  -0.187
C (2.25098, 2.98519, -3.10486)  -0.221
C (1.68521, 1.66717, -3.02446)  0.073
N (1.77485, 0.76568, -3.97673)  -0.612
H (0.36247, 1.87598, 0.18156)  0.252
H (1.28968, 4.11560, -0.04353)  0.217
H (2.51165, 4.81492, -2.10651)  0.209
H (2.80019, 3.27652, -3.99071)  0.220

## Properties
E_HOMO (spin up / spin down)   -0.1146 / -0.1403 Ha
Energy   -5263.61984 Ha
Relative energy (zero: lowest compared OMol25 entry of this formula, charge and spin)   15.5 kJ/mol
Charge   -1
Spin multiplicity   2

Which value of spin multiplicity does entry 2 give? 1

What is the spin multiplicity in the third record? 2

Which of these has the highest spin multiplicity? C27H27MgN6O2PS2Se